(1)
A 15-piece molecular cluster, C4H28BO22 overall in a non-equilibrium geometry, computed with ωB97M-V/def2-TZVPD.

Values from the calculation:
charge = -1

Each line ends with the Mulliken charge.
Atoms and positions in Å:
O (-0.50, 3.09, -0.28)  -0.65
C (-0.40, 1.87, -0.27)  0.45
O (0.66, 1.20, -0.41)  -0.59
B (0.38, -0.27, -0.45)  1.36
O (-1.08, -0.27, -0.44)  -0.68
C (-1.55, 0.90, -0.22)  0.30
O (-2.72, 1.23, -0.03)  0.05
O (0.99, -1.02, 0.66)  -0.57
C (1.87, -1.87, 0.28)  0.65
O (2.61, -2.56, 0.97)  -0.68
C (1.97, -1.75, -1.22)  0.49
O (1.08, -0.88, -1.61)  -0.42
O (2.67, -2.39, -2.02)  -0.55
O (3.24, -0.42, -4.31)  -0.64
H (3.99, -0.35, -3.72)  0.31
H (2.54, -0.80, -3.77)  0.34
O (5.19, -4.37, -2.32)  -0.65
H (4.29, -4.06, -2.38)  0.31
H (5.30, -4.64, -1.41)  0.40
O (-5.01, -1.13, 0.82)  -0.69
H (-5.14, -2.05, 0.57)  0.29
H (-4.22, -0.87, 0.34)  0.30
O (-1.37, -2.14, 1.99)  -0.66
H (-1.17, -1.88, 2.89)  0.28
H (-1.08, -1.40, 1.46)  0.39
O (-2.47, 5.53, 1.25)  -0.69
H (-2.26, 5.26, 0.36)  0.31
H (-1.65, 5.42, 1.74)  0.34
O (-3.78, 3.18, -1.97)  -0.65
H (-2.87, 3.43, -1.88)  0.28
H (-3.81, 2.27, -1.68)  0.33
O (1.54, -4.71, 2.65)  -0.62
H (1.38, -3.87, 2.22)  0.33
H (1.38, -4.54, 3.58)  0.29
O (5.07, -2.06, 1.97)  -0.68
H (5.07, -2.84, 2.53)  0.25
H (4.18, -2.01, 1.62)  0.43
O (-3.60, 2.98, 2.34)  -0.67
H (-3.37, 2.48, 1.55)  0.21
H (-3.25, 3.86, 2.17)  0.40
O (5.32, -4.97, 0.45)  -0.70
H (5.79, -4.81, 1.27)  0.29
H (4.46, -4.58, 0.59)  0.36
O (-5.92, 1.52, 0.34)  -0.65
H (-5.41, 2.25, 0.69)  0.33
H (-5.42, 0.74, 0.57)  0.37
O (1.22, 5.46, -1.41)  -0.57
H (0.32, 5.53, -1.72)  0.28
H (1.74, 5.91, -2.08)  0.28
O (-3.66, -1.37, -2.22)  -0.59
H (-2.89, -1.94, -2.13)  0.30
H (-4.40, -1.94, -2.03)  0.29
O (1.55, 3.37, 1.70)  -0.64
H (1.05, 3.26, 0.89)  0.37
H (2.17, 4.07, 1.51)  0.28

(2)
A 15-piece molecular cluster, C4H28BO22 overall in a non-equilibrium geometry, computed with ωB97M-V/def2-TZVPD.

Values from the calculation:
charge = -1

Each line ends with the Mulliken charge.
Atoms and positions in Å:
O (26.09, -9.44, -1.74)  -0.71
C (26.96, -10.20, -2.20)  0.67
O (27.55, -9.98, -3.33)  -0.69
B (28.50, -11.02, -3.53)  1.60
O (28.28, -12.04, -2.45)  -0.51
C (27.40, -11.55, -1.52)  0.52
O (27.02, -12.00, -0.44)  -0.50
O (29.82, -10.35, -3.52)  -0.72
C (30.48, -10.60, -4.62)  0.50
O (31.66, -10.33, -4.84)  -0.85
C (29.59, -11.50, -5.60)  0.53
O (28.42, -11.63, -4.95)  -0.60
O (29.97, -11.88, -6.70)  -0.49
O (25.08, -14.38, -0.29)  -0.61
H (25.58, -14.33, -1.11)  0.29
H (25.75, -14.37, 0.39)  0.31
O (26.13, -8.34, 1.58)  -0.63
H (25.94, -9.19, 1.19)  0.28
H (27.06, -8.20, 1.41)  0.32
O (29.70, -11.22, -9.37)  -0.57
H (30.00, -10.90, -8.51)  0.27
H (28.75, -11.18, -9.31)  0.30
O (28.70, -8.54, 0.01)  -0.65
H (28.78, -7.60, 0.13)  0.33
H (28.67, -8.67, -0.94)  0.35
O (32.84, -11.00, -8.54)  -0.63
H (32.00, -10.56, -8.38)  0.29
H (33.03, -10.82, -9.46)  0.30
O (34.09, -10.15, -6.03)  -0.71
H (33.85, -10.52, -6.88)  0.36
H (33.28, -10.20, -5.52)  0.65
O (27.28, -6.68, -2.80)  -0.65
H (28.17, -6.98, -2.98)  0.31
H (26.75, -7.48, -2.78)  0.33
O (31.87, -13.85, -8.54)  -0.69
H (30.94, -13.79, -8.75)  0.34
H (32.10, -12.98, -8.22)  0.35
O (28.51, -7.77, -5.97)  -0.59
H (27.79, -7.91, -5.35)  0.32
H (28.16, -8.07, -6.81)  0.29
O (23.19, -10.34, -2.46)  -0.64
H (22.62, -9.84, -1.87)  0.30
H (24.05, -9.96, -2.34)  0.36
O (32.48, -13.55, -4.11)  -0.61
H (31.73, -13.95, -3.68)  0.29
H (32.68, -12.78, -3.58)  0.31
O (29.89, -7.54, -2.75)  -0.65
H (30.68, -7.34, -2.24)  0.26
H (30.15, -8.26, -3.33)  0.32
O (25.61, -11.63, 2.09)  -0.59
H (25.80, -12.28, 2.77)  0.27
H (26.44, -11.52, 1.63)  0.32
O (27.86, -13.71, -8.92)  -0.62
H (26.98, -14.07, -8.80)  0.29
H (28.12, -13.42, -8.05)  0.33

(3)
C4H28HgO11 as an isolated structure in a non-equilibrium geometry, computed with ωB97M-V/def2-TZVPD.

Each line ends with the Mulliken charge.
Atoms and positions in Å:
Hg (-1.82, -1.60, -2.38)  1.22
C (0.45, 0.10, 0.60)  -0.21
C (-0.39, -1.16, 0.48)  -0.02
O (-1.57, -1.01, -0.26)  -0.87
H (1.34, -0.04, 1.22)  0.27
H (-0.20, 0.81, 1.13)  -0.07
H (0.78, 0.54, -0.34)  -0.16
H (-0.66, -1.54, 1.48)  0.22
H (0.25, -1.91, 0.00)  0.27
C (0.41, 2.08, -3.36)  -0.91
C (-0.71, 1.09, -3.68)  0.00
O (-0.33, -0.25, -3.46)  -0.71
H (0.01, 3.09, -3.48)  0.36
H (1.24, 2.00, -4.05)  0.32
H (0.63, 2.02, -2.29)  0.00
H (-0.87, 1.23, -4.75)  0.25
H (-1.63, 1.37, -3.15)  0.25
O (0.81, -4.08, 1.76)  -0.66
H (1.52, -4.26, 1.14)  0.30
H (0.44, -3.22, 1.52)  0.44
O (-0.46, 3.71, -0.19)  -0.61
H (-0.85, 3.26, -0.94)  0.28
H (-0.21, 3.01, 0.41)  0.33
O (-3.06, 1.36, 0.40)  -0.65
H (-2.39, 0.67, 0.29)  0.27
H (-3.76, 0.94, 0.90)  0.28
O (2.69, -1.07, -2.33)  -0.59
H (2.65, -0.22, -1.87)  0.35
H (3.41, -1.54, -1.91)  0.27
O (-1.28, 1.25, 3.99)  -0.63
H (-0.71, 1.86, 3.52)  0.30
H (-0.72, 0.49, 4.17)  0.31
O (-3.77, -1.83, 1.36)  -0.81
H (-3.81, -1.37, 2.21)  0.33
H (-2.90, -1.59, 0.99)  0.26
O (-2.05, -3.55, 2.92)  -0.65
H (-2.70, -3.10, 2.36)  0.38
H (-1.81, -4.34, 2.43)  0.31
O (3.30, 2.77, 0.78)  -0.64
H (3.08, 1.86, 0.54)  0.35
H (3.80, 2.70, 1.60)  0.30
O (3.64, 0.06, 0.02)  -0.60
H (3.62, -0.83, 0.39)  0.31
H (4.57, 0.23, -0.18)  0.26

(4)
A 9-piece molecular cluster, C4H28N2O9 overall in a non-equilibrium geometry, computed with ωB97M-V/def2-TZVPD.

Values from the calculation:
SMILES = C[C@@H](O)CNCN.O.O.O.O.O.O.O.O

Each line ends with the Mulliken charge.
Atoms and positions in Å:
C (0.31, -0.64, -0.61)  -0.06
C (-1.21, -0.79, -0.87)  0.38
C (-1.55, -0.37, -2.28)  -1.79
O (-1.60, -2.09, -0.52)  -0.57
N (0.52, -0.96, 0.92)  -0.11
C (1.87, -0.58, 1.44)  -0.91
N (2.10, 0.80, 1.82)  -0.50
H (0.71, -1.35, -1.38)  0.11
H (0.61, 0.40, -0.82)  -0.10
H (-1.66, -0.05, -0.30)  0.43
H (-0.74, -0.29, -3.05)  0.25
H (-2.01, 0.57, -2.47)  0.39
H (-2.30, -1.06, -2.67)  0.42
H (-1.26, -2.77, -1.14)  0.42
H (-0.28, -0.59, 1.29)  0.21
H (1.97, -1.26, 2.33)  0.39
H (2.62, -0.98, 0.75)  0.36
H (2.01, 1.42, 1.06)  0.24
H (1.33, 1.09, 2.46)  0.32
H (-3.22, -0.35, 0.83)  0.41
H (-3.59, -1.82, 0.55)  0.38
O (-4.03, -1.01, 0.91)  -0.72
H (1.99, -1.59, -1.92)  0.35
H (3.30, -2.07, -1.46)  0.26
O (2.72, -1.33, -1.39)  -0.48
H (0.68, 2.35, -1.70)  0.21
H (0.74, 2.51, -3.23)  0.34
O (0.34, 2.87, -2.43)  -0.67
H (-1.85, 1.75, 1.95)  0.37
H (-2.41, 3.24, 1.63)  0.19
O (-2.29, 2.56, 2.06)  -0.58
H (2.93, 1.51, -1.37)  0.40
H (3.39, 0.70, -0.36)  0.21
O (3.75, 1.40, -0.70)  -0.64
H (1.46, 3.80, 0.73)  0.26
H (-0.09, 3.73, 0.27)  0.27
O (0.83, 3.34, 0.18)  -0.52
H (-0.18, -3.10, 0.44)  0.44
H (1.13, -3.54, -0.10)  0.32
O (0.20, -3.84, -0.11)  -0.69
H (-2.18, -0.17, 3.71)  0.24
H (-2.90, -1.05, 2.75)  0.32
O (-2.16, -0.41, 2.80)  -0.54

(5)
A 11-piece molecular cluster, C4H28NO13 overall in a non-equilibrium geometry, computed with ωB97M-V/def2-TZVPD.

Values from the calculation:
charge = -1

Each line ends with the Mulliken charge.
Atoms and positions in Å:
C (2.22, 0.03, -0.17)  -1.48
C (1.24, -1.03, -0.65)  1.14
C (1.97, -2.19, -1.29)  -1.62
O (0.48, -1.48, 0.52)  -0.88
N (1.61, 1.30, 0.24)  -0.05
C (0.73, 2.02, -0.54)  0.41
O (0.07, 2.95, -0.02)  -0.81
O (0.64, 1.70, -1.78)  -0.88
H (2.78, -0.35, 0.66)  0.45
H (2.94, 0.21, -0.95)  0.53
H (0.52, -0.55, -1.31)  0.19
H (2.67, -2.64, -0.58)  0.37
H (2.52, -1.88, -2.18)  0.40
H (1.26, -2.96, -1.60)  0.39
H (-0.05, -2.26, 0.20)  0.32
H (1.53, 1.40, 1.25)  0.41
H (0.88, -0.57, 2.17)  0.23
H (0.33, 0.27, 3.37)  0.47
O (1.15, -0.17, 3.02)  -0.74
H (-2.62, -0.97, -0.52)  0.44
H (-2.34, -0.43, -1.93)  0.43
O (-2.65, -1.23, -1.46)  -0.83
H (-1.30, 1.76, 3.24)  0.52
H (-1.69, 0.34, 2.84)  0.36
O (-1.32, 0.86, 3.60)  -0.87
H (-0.68, 3.19, 1.58)  0.45
H (-2.16, 3.00, 1.60)  0.30
O (-1.42, 3.15, 2.21)  -0.78
H (-2.19, 0.56, 0.71)  0.37
H (-1.05, -0.54, 0.88)  0.76
O (-1.98, -0.33, 1.05)  -0.97
H (-1.61, -2.56, -1.12)  0.44
H (-1.75, -3.76, -0.18)  0.27
O (-1.11, -3.31, -0.71)  -0.71
H (1.96, 1.23, -2.85)  0.36
H (3.19, 1.93, -3.42)  0.29
O (2.74, 1.08, -3.43)  -0.69
H (-0.83, 1.39, -2.09)  0.43
H (-2.03, 1.61, -3.15)  0.23
O (-1.82, 1.23, -2.29)  -0.71
H (-3.81, 1.73, -0.54)  0.24
H (-2.34, 1.89, -1.02)  0.45
O (-2.92, 1.95, -0.23)  -0.71
H (1.73, -2.48, 1.60)  0.44
H (2.21, -2.23, 2.99)  0.35
O (2.30, -2.87, 2.28)  -0.72

The evaluated orbital gap for the records listed, in turn: 9.97 9.89 6.52 9.20 9.09 eV.
The evaluated energy relative to the best compared isomer or geometry (same formula, charge and spin) for the records listed, in turn: 30.49 36.32 18.49 144.84 0.00 kcal/mol.